1.
Below is a molecular structure, C22H21F6HfO2, with properties calculated with ωB97M-V/def2-TZVPD.

Its relative energy (zero: lowest compared OMol25 entry of this formula, charge and spin) is 311.31 kJ/mol. Its strongest force on any atom is 2.61 eV Å⁻¹. The charge is +1. Its orbital gap is 5.8 eV.

Each line ends with the Löwdin charge.
Atoms and positions in Å:
1 Hf -0.606 -0.041 0.249  1.82
2 F -1.284 1.312 6.458  0.12
3 F -2.224 1.999 4.603  0.12
4 F 0.381 -2.038 4.577  0.11
5 F -0.045 2.124 4.848  0.13
6 F 1.394 -0.104 4.302  0.12
7 F 0.544 -0.639 6.254  0.13
8 O -1.201 -0.120 3.067  -0.20
9 O -0.107 -0.195 -3.830  -0.11
10 C -1.352 -0.758 -4.259  -0.11
11 C -0.759 2.489 0.002  -0.11
12 C -0.339 1.105 -6.446  -0.03
13 C -0.653 -2.509 -0.446  -0.12
14 C -1.071 -0.114 4.421  -0.48
15 C -2.136 -0.935 5.132  0.00
16 C -0.570 1.978 1.340  -0.18
17 C 1.333 -1.444 0.087  -0.16
18 C 0.758 1.372 1.390  -0.18
19 C -0.188 1.782 -7.658  -0.08
20 C 0.626 -0.884 -7.487  -0.03
21 C -0.687 -2.270 0.970  -0.15
22 C 0.722 -0.210 -8.704  -0.07
23 C -1.136 1.341 5.092  -0.48
24 C -0.101 -0.978 -5.093  -0.20
25 C 0.329 -0.707 4.891  -0.48
26 C 0.587 -1.623 1.331  -0.19
27 C 0.327 1.143 -8.796  -0.07
28 C 1.318 1.442 0.048  -0.14
29 C 0.068 -0.249 -6.349  -0.19
30 C 0.388 2.148 -0.771  -0.11
31 C 0.558 -1.980 -0.962  -0.13
32 H 1.255 1.145 2.319  0.12
33 H -1.977 -0.888 6.198  0.09
34 H -0.461 2.835 -7.704  0.11
35 H 0.450 1.689 -9.741  0.11
36 H -1.724 -1.597 -3.677  0.10
37 H 0.383 -1.962 -5.023  0.15
38 H 2.360 1.245 -0.220  0.14
39 H 2.424 -1.253 0.033  0.15
40 H 0.974 -1.925 -7.383  0.12
41 H 0.560 2.489 -1.786  0.13
42 H -1.414 -3.059 -1.012  0.13
43 H 0.917 -2.128 -1.981  0.13
44 H -1.474 -2.613 1.647  0.13
45 H -3.119 -0.537 4.872  0.10
46 H 1.016 -1.542 2.307  0.10
47 H -1.668 3.012 -0.350  0.14
48 H 1.123 -0.725 -9.589  0.11
49 H -0.734 1.612 -5.569  0.11
50 H -2.096 -0.062 -4.674  0.12
51 H -1.217 2.090 2.183  0.10
52 H -2.071 -1.964 4.784  0.09



2.
Below is a single C22H21FN2O5S molecule, with properties calculated with ωB97M-V/def2-TZVPD.

Its relative energy (zero: lowest compared OMol25 entry of this formula, charge and spin) is 49.29 kJ/mol. Its strongest force on any atom is 1.28 eV Å⁻¹. The charge is 0. Its orbital gap is 8.5 eV.

Each line ends with the Löwdin charge.
Atoms and positions in Å:
1 S 1.865 -1.649 0.810  0.72
2 F -1.666 -6.758 -0.781  0.05
3 O -1.672 -0.351 0.381  0.04
4 O -1.227 6.094 -0.770  -0.08
5 O 2.946 -2.428 1.338  -0.28
6 O 0.851 3.255 2.439  -0.09
7 O 1.910 -0.235 1.048  -0.26
8 N -0.478 1.144 1.616  0.15
9 N 0.405 -2.183 1.475  -0.15
10 C -0.162 -3.328 0.919  -0.27
11 C 0.600 -1.548 -1.639  -0.04
12 C 0.501 -1.834 -2.991  -0.05
13 C 1.499 -2.557 -3.624  -0.07
14 C -1.836 3.731 -0.689  -0.02
15 C 1.704 -1.999 -0.941  -0.27
16 C 0.686 -4.392 0.608  -0.02
17 C -0.908 -0.089 1.295  -0.45
18 C -0.206 4.701 0.793  0.06
19 C 2.708 -2.718 -1.561  -0.06
20 C -1.526 -3.441 0.656  0.00
21 C -0.731 2.352 0.952  -0.14
22 C -1.636 2.499 -0.082  0.00
23 C -2.127 6.309 -1.830  -0.09
24 C 1.682 4.310 2.858  -0.07
25 C -1.172 -5.633 -0.217  -0.28
26 C 2.604 -2.998 -2.913  -0.06
27 C -1.121 4.837 -0.256  -0.28
28 C -0.362 -1.198 2.206  -0.08
29 C -0.008 3.478 1.400  -0.20
30 C -2.033 -4.598 0.093  0.00
31 C 0.186 -5.543 0.033  0.01
32 H 2.315 3.892 3.639  0.10
33 H 2.309 4.673 2.039  0.10
34 H -2.042 7.366 -2.079  0.09
35 H -0.359 -1.493 -3.546  0.11
36 H 0.834 -6.370 -0.213  0.12
37 H 0.278 1.225 2.284  0.13
38 H 3.549 -3.047 -0.973  0.11
39 H 3.381 -3.560 -3.408  0.11
40 H 1.099 5.140 3.268  0.10
41 H -3.087 -4.695 -0.117  0.12
42 H -0.176 -0.993 -1.137  0.10
43 H -1.866 5.708 -2.707  0.10
44 H -2.188 1.640 -0.423  0.10
45 H 0.296 -0.782 2.970  0.13
46 H 1.415 -2.779 -4.678  0.11
47 H 0.327 5.585 1.100  0.12
48 H -2.550 3.803 -1.492  0.10
49 H -1.199 -1.708 2.690  0.14
50 H -2.188 -2.615 0.855  0.10
51 H 1.736 -4.309 0.836  0.10
52 H -3.157 6.089 -1.533  0.10



3.
Below is a molecular structure, C22H21InN2O2SeTe, with properties calculated with ωB97M-V/def2-TZVPD.

Its relative energy (zero: lowest compared OMol25 entry of this formula, charge and spin) is 1.63 kJ/mol. Its strongest force on any atom is 0.19 eV Å⁻¹. The charge is 0. Its orbital gap is 7.8 eV.

Each line ends with the Löwdin charge.
Atoms and positions in Å:
1 Te 1.309 -2.114 -0.093  1.36
2 In -0.686 -0.102 -0.752  0.43
3 Se -1.495 -0.091 -3.150  0.72
4 O 0.921 1.247 -0.554  -0.24
5 O -1.966 -1.227 0.538  -0.19
6 N -1.697 1.326 0.562  -0.08
7 N -2.772 0.821 1.272  0.08
8 C -3.964 -2.570 1.895  -0.02
9 C -0.323 4.644 0.075  -0.05
10 C 1.318 -1.996 -5.581  -0.09
11 C 0.155 -0.633 -3.969  -0.67
12 C 3.053 -0.993 -0.549  -0.39
13 C 1.357 -0.001 -3.653  -0.15
14 C -0.315 3.242 0.048  -0.14
15 C 0.792 2.560 -0.523  -0.34
16 C -4.983 -3.235 2.560  -0.08
17 C 2.516 -1.378 -5.255  -0.09
18 C 1.833 3.343 -1.054  -0.02
19 C -3.907 -1.181 1.914  -0.15
20 C 0.702 5.390 -0.461  -0.10
21 C 1.786 4.720 -1.029  -0.08
22 C 2.532 -0.381 -4.288  -0.09
23 C -5.952 -2.516 3.244  -0.09
24 C -5.899 -1.127 3.262  -0.08
25 C 1.463 -3.389 -1.787  -0.38
26 C -1.438 2.574 0.676  -0.04
27 C -2.808 -0.485 1.191  -0.44
28 C -4.881 -0.461 2.601  -0.03
29 C 0.142 -1.632 -4.937  -0.15
30 H 1.295 -2.771 -6.337  0.10
31 H 0.670 6.470 -0.437  0.10
32 H 1.116 -2.878 -2.678  -0.01
33 H 0.870 -4.279 -1.594  0.01
34 H -2.106 3.167 1.300  0.14
35 H 3.911 -1.655 -0.474  0.01
36 H -6.655 -0.564 3.793  0.10
37 H -1.171 5.142 0.532  0.11
38 H 2.948 -0.582 -1.548  -0.01
39 H 3.116 -0.183 0.170  0.01
40 H 2.606 5.286 -1.454  0.10
41 H -3.205 -3.117 1.354  0.11
42 H -4.827 0.619 2.607  0.11
43 H 2.512 -3.658 -1.882  0.01
44 H 2.678 2.821 -1.484  0.11
45 H 3.461 0.116 -4.037  0.11
46 H 1.366 0.790 -2.912  0.08
47 H -6.749 -3.034 3.761  0.10
48 H 3.431 -1.665 -5.757  0.10
49 H -0.790 -2.126 -5.182  0.10
50 H -5.022 -4.317 2.543  0.10



4.
Below is a molecular structure, C22H21IrN3O, with properties calculated with ωB97M-V/def2-TZVPD.

Its strongest force on any atom is 0.41 eV Å⁻¹. The charge is +1. Its orbital gap is 5.9 eV.

Each line ends with the Löwdin charge.
Atoms and positions in Å:
1 Ir 1.473 0.895 -0.901  0.99
2 O -2.103 0.837 -0.500  -0.02
3 N 0.729 0.169 0.717  -0.03
4 N -0.106 2.135 -0.829  -0.07
5 N 2.914 -0.499 -0.596  -0.10
6 C -1.894 1.493 2.869  -0.01
7 C -0.415 3.208 -1.473  -0.10
8 C 1.858 -2.871 2.631  -0.04
9 C -2.007 -0.310 -1.418  -0.56
10 C 1.044 -1.788 2.244  0.02
11 C -1.279 0.021 -2.712  -0.04
12 C 4.594 -2.600 0.132  0.02
13 C 3.038 -3.129 1.998  0.00
14 C 3.439 -2.332 0.901  -0.14
15 C -1.576 4.013 -1.201  -0.02
16 C -1.946 2.682 0.763  -0.12
17 C 3.989 -0.789 -1.300  -0.09
18 C 4.867 -1.829 -0.960  -0.02
19 C 2.632 -1.249 0.519  -0.16
20 C -0.359 0.739 1.172  -0.15
21 C -1.422 -1.545 -0.742  -0.02
22 C -0.901 0.655 2.486  0.00
23 C -3.485 -0.542 -1.710  -0.02
24 C -2.295 3.780 -0.088  0.01
25 C 1.444 -0.941 1.241  -0.17
26 C -2.405 2.527 2.019  0.02
27 C -1.097 1.600 0.138  -0.35
28 H -0.334 -1.560 -0.777  0.06
29 H 1.524 -3.505 3.441  0.12
30 H -3.122 3.229 2.426  0.13
31 H 0.288 3.542 -2.229  0.13
32 H 5.239 -3.424 0.410  0.13
33 H -0.433 0.035 3.232  0.10
34 H -1.422 -0.804 -3.411  0.10
35 H -1.779 -2.434 -1.262  0.10
36 H -0.209 0.160 -2.545  0.01
37 H 0.093 -1.672 2.737  0.10
38 H -1.761 -1.609 0.294  0.09
39 H -1.694 0.925 -3.162  0.09
40 H 5.734 -2.009 -1.579  0.12
41 H -3.932 0.357 -2.133  0.09
42 H 4.172 -0.176 -2.172  0.12
43 H -4.018 -0.801 -0.796  0.10
44 H -1.781 4.850 -1.852  0.12
45 H -3.598 -1.358 -2.424  0.09
46 H -3.104 4.434 0.210  0.13
47 H 3.660 -3.962 2.299  0.13
48 H -2.251 1.450 3.890  0.12



5.
Below is a single C22H21N3O molecule, with properties calculated with ωB97M-V/def2-TZVPD.

Its relative energy (zero: lowest compared OMol25 entry of this formula, charge and spin) is 112.12 kJ/mol. Its strongest force on any atom is 0.75 eV Å⁻¹. The charge is 0. Its orbital gap is 8.6 eV.

Each line ends with the Löwdin charge.
Atoms and positions in Å:
1 O -0.256 2.404 0.694  -0.01
2 N -2.982 -2.282 -1.278  0.12
3 N -2.395 -0.180 -0.796  -0.03
4 N 1.585 0.403 0.125  -0.04
5 C -5.732 -1.593 1.094  -0.10
6 C 0.293 -0.005 0.641  -0.08
7 C 3.585 1.725 0.301  -0.03
8 C 3.291 -2.189 -2.706  -0.09
9 C -0.781 1.112 0.561  -0.33
10 C 4.188 2.848 2.334  -0.10
11 C -2.135 -1.326 -1.492  -0.15
12 C 2.174 -0.460 -0.829  -0.24
13 C 4.448 2.534 1.010  -0.08
14 C -3.882 -1.775 -0.374  -0.24
15 C -4.265 0.321 0.832  -0.02
16 C 2.440 1.193 0.905  -0.24
17 C -1.610 1.017 -0.746  -0.08
18 C 3.045 2.349 2.931  -0.08
19 C -5.002 -2.357 0.209  -0.02
20 C 2.137 -1.487 -3.007  -0.08
21 C -5.372 -0.278 1.399  -0.10
22 C -3.523 -0.444 -0.055  -0.17
23 C 2.175 1.534 2.231  -0.02
24 C 3.335 -1.171 -0.532  -0.02
25 C 1.584 -0.625 -2.078  -0.03
26 C 3.888 -2.024 -1.467  -0.07
27 H 5.327 2.927 0.521  0.10
28 H 4.786 -2.572 -1.222  0.11
29 H 2.822 2.594 3.959  0.10
30 H -0.053 -0.864 0.061  0.12
31 H 0.516 2.486 0.119  0.10
32 H -1.306 -1.408 -2.168  0.12
33 H -6.607 -2.015 1.566  0.10
34 H 3.792 1.495 -0.734  0.12
35 H 1.287 1.181 2.730  0.10
36 H 1.668 -1.604 -3.972  0.10
37 H 4.863 3.482 2.888  0.10
38 H -2.272 1.888 -0.786  0.14
39 H -1.474 0.988 1.400  0.15
40 H 0.698 -0.063 -2.330  0.09
41 H 3.797 -1.048 0.436  0.12
42 H -0.946 1.049 -1.614  0.12
43 H 0.387 -0.341 1.680  0.12
44 H -3.995 1.339 1.068  0.11
45 H 3.722 -2.861 -3.432  0.10
46 H -5.977 0.284 2.095  0.10
47 H -5.279 -3.370 -0.032  0.11



6.
Below is a molecular structure, C22H21N5O2Os, with properties calculated with ωB97M-V/def2-TZVPD.

Its relative energy (zero: lowest compared OMol25 entry of this formula, charge and spin) is 12.62 kJ/mol. Its strongest force on any atom is 0.71 eV Å⁻¹. The charge is 0. Its orbital gap is 6.4 eV.

Each line ends with the Löwdin charge.
Atoms and positions in Å:
1 Os -0.326 0.418 -0.234  1.45
2 O -1.087 1.961 3.465  0.08
3 O -2.670 -2.659 -1.576  0.07
4 N -0.903 0.547 1.637  -0.09
5 N 1.446 0.201 -0.493  -0.13
6 N -1.502 -1.170 -0.230  -0.09
7 N -0.656 0.176 -2.335  -0.06
8 N 0.280 2.447 0.218  -0.06
9 C 0.235 3.999 2.028  0.01
10 C -1.564 -0.630 2.097  -0.20
11 C 1.550 -2.299 -0.272  -0.06
12 C -1.405 -0.916 -2.585  -0.17
13 C -1.222 -0.576 -4.934  -0.04
14 C -1.881 -0.908 3.416  -0.02
15 C -1.707 -1.318 -3.869  0.01
16 C 3.571 -0.888 -0.659  -0.07
17 C -0.051 2.765 1.482  -0.18
18 C -2.844 -3.011 2.739  -0.09
19 C -0.447 0.542 -4.675  -0.04
20 C 2.378 -0.762 1.537  -0.06
21 C -0.754 1.708 2.323  -0.45
22 C 0.888 4.942 1.248  -0.04
23 C 2.204 -0.949 0.028  -0.72
24 C 0.934 3.339 -0.517  -0.11
25 C -1.896 -1.558 1.082  -0.21
26 C -2.520 -2.104 3.732  -0.09
27 C 1.250 4.603 -0.045  -0.04
28 C -0.186 0.883 -3.360  -0.10
29 C -2.535 -2.743 1.408  -0.01
30 C -1.943 -1.700 -1.392  -0.46
31 H 2.781 0.230 1.755  0.08
32 H -1.445 -0.865 -5.953  0.11
33 H -2.317 -2.201 -3.995  0.12
34 H 1.776 5.298 -0.684  0.11
35 H 0.641 -2.451 0.308  0.06
36 H 4.221 -1.691 -0.305  0.08
37 H 0.429 1.735 -3.106  0.10
38 H 1.307 -2.379 -1.335  0.08
39 H -3.341 -3.938 2.992  0.10
40 H -2.792 -3.438 0.624  0.10
41 H -1.637 -0.187 4.181  0.10
42 H 3.453 -0.985 -1.739  0.07
43 H 1.122 5.920 1.647  0.11
44 H -2.763 -2.319 4.764  0.10
45 H 1.233 3.015 -1.504  0.09
46 H 3.076 -1.508 1.925  0.09
47 H -0.060 4.185 3.051  0.12
48 H 1.427 -0.877 2.060  0.06
49 H -0.043 1.146 -5.475  0.11
50 H 4.049 0.071 -0.455  0.07
51 H 2.244 -3.105 -0.023  0.09